Run P
Molecular formula: C3H9NO
Method: DFT, wB97M-V/def2-TZVPD

Results
* SMILES: C=NCC.O
* LUMO level: 0.8 eV

Structure (XYZ):
```
14
C3H9NO (wB97M-V/def2-TZVPD)
C -2.05688 -2.22304 0.04379
N -1.27370 -1.57186 -0.68074
C -0.68018 -0.35720 -0.14722
C 0.54760 0.14187 -0.88128
H -2.36485 -2.01052 1.07945
H -2.49999 -3.15486 -0.31922
H -0.48518 -0.46239 0.92544
H -1.45193 0.41817 -0.16959
H 0.64647 1.20400 -0.67419
H 0.38948 0.12694 -1.95908
H 1.45613 -0.36368 -0.56205
O 2.70141 2.99167 1.14276
H 1.83371 2.74306 1.48173
H 3.14438 3.38283 1.90332
```


Run Q
Molecular formula: C3H9NO
Method: DFT, wB97M-V/def2-TZVPD

Results
* SMILES: C=C.NCO
* LUMO level: 0.9 eV

Structure (XYZ):
```
14
C3H9NO (wB97M-V/def2-TZVPD)
C -1.63514 1.70739 0.66484
C -1.01629 1.00621 1.59528
H -1.09339 2.24822 -0.10468
H -2.71844 1.74853 0.64483
H 0.06210 1.00730 1.57413
H -1.59933 0.34961 2.22281
N -0.20870 -1.55389 -0.75996
C 1.12116 -1.10860 -1.07832
O 1.54227 0.10052 -0.40170
H -0.87569 -0.78859 -0.83667
H -0.26007 -1.74544 0.23822
H 1.15130 -0.80601 -2.12077
H 1.81115 -1.91098 -0.81803
H 1.73802 -0.16212 0.50248
```


Run R
Molecular formula: C3H9NO
Method: DFT, wB97M-V/def2-TZVPD

Results
* SMILES: C[C@H](N)CO
* LUMO level: 0.9 eV

Structure (XYZ):
```
14
C3H9NO (wB97M-V/def2-TZVPD)
C -0.92400 -0.84002 1.19892
C 0.05726 -0.56195 0.00370
N 1.45623 -0.99848 0.29367
C 0.19512 0.91717 -0.36877
O -0.83689 1.47804 -1.10925
H -0.71161 -0.36937 2.11648
H -0.91907 -1.96484 1.32509
H -1.98750 -0.66033 0.99639
H -0.26610 -1.17520 -0.83780
H 1.80251 -0.44861 1.06503
H 2.08848 -0.74112 -0.47594
H 1.12816 0.89692 -0.97771
H 0.36490 1.42214 0.57455
H -0.96855 1.11428 -1.97088
```


Run S
Molecular formula: C3H9NO
Method: DFT, wB97M-V/def2-TZVPD

Results
* SMILES: C[C@H](N)CO
* LUMO level: 1.0 eV

Structure (XYZ):
```
14
C3H9NO (wB97M-V/def2-TZVPD)
C -0.49313 1.39354 0.08595
C -0.30487 -0.05416 -0.34198
N -1.52244 -0.81344 -0.08498
C 0.93850 -0.67875 0.27947
O 2.13975 -0.00686 -0.04260
H -0.76547 1.41200 1.15677
H -1.25952 1.87945 -0.51466
H 0.47021 1.93740 -0.00133
H -0.13430 -0.08061 -1.42308
H -1.70944 -0.79973 0.90848
H -1.37600 -1.78291 -0.34844
H 0.96123 -1.74535 -0.03354
H 0.84790 -0.64952 1.37614
H 2.20757 -0.01106 -1.01621
```


It turns out run S is the most stable, with the second structure 11.9 kcal/mol higher.